{"formula": "C7H9NO2", "method": "wB97M-V/def2-TZVPD", "symbols": ["C", "C", "O", "C", "N", "C", "C", "O", "C", "C", "H", "H", "H", "H", "H", "H", "H", "H", "H"], "positions_angstrom": [[-0.11287, 1.32111, 2.71118], [-0.51838, 1.38262, 1.26061], [-0.84524, 2.50050, 0.87313], [-0.20964, 0.34746, 0.29827], [0.49696, -0.77537, 0.57016], [0.64604, -1.53729, -0.49725], [1.36401, -2.77123, -0.71719], [0.01917, -0.89380, -1.56036], [-0.52271, 0.28262, -1.07103], [-1.16460, 1.28283, -1.98435], [-0.92092, 1.66203, 3.38536], [0.95590, 1.75297, 2.75784], [0.09742, 0.29441, 2.87167], [1.78640, -3.13499, 0.31925], [2.14197, -2.70522, -1.57793], [0.70260, -3.60829, -1.00200], [-0.82809, 2.25194, -1.46332], [-2.21788, 1.17626, -2.07628], [-0.87016, 1.17145, -3.09776]], "atomic_forces_ev_per_a": [[1.177, -0.908, -0.557], [0.924, 3.116, 0.414], [-0.805, -0.583, -0.596], [-0.712, -1.371, -3.140], [1.460, -2.851, 0.584], [-1.853, 4.273, 1.027], [1.756, -2.261, 0.531], [-0.301, 0.507, 0.357], [0.607, -0.479, 0.616], [2.073, 0.482, -0.661], [0.919, 0.309, -0.397], [-1.996, 0.097, 0.269], [0.000, -1.227, 0.852], [-0.355, 0.987, -2.216], [-1.071, 0.041, 1.779], [-0.020, 0.489, -0.065], [-0.996, -1.039, -1.396], [-1.096, 0.121, 0.642], [0.289, 0.296, 1.957]], "mulliken_charge": [-1.081, 0.570, -0.594, 0.344, -0.596, 0.553, -1.091, -0.370, 0.721, -1.073, 0.325, 0.246, 0.363, 0.272, 0.263, 0.293, 0.293, 0.277, 0.286], "smiles": "CC(=O)c1nc(C)oc1C", "e_homo_ev": -8.84, "e_lumo_ev": 0.60, "de_lowest_kcal_mol": 38.1}